No. 1
{
  "formula": "C27H50P2Pt",
  "method": "ωB97M-V with the def2-TZVPD basis set",
  "s_squared": 6.010,
  "total_charge": 2,
  "multiplicity": 5,
  "homo_lumo_gap_ev": [8.1, 4.6],
  "molar_mass_g_mol": 631.723,
  "e_tot_ev": -50615.79580,
  "species": ["Pt", "C", "C", "C", "C", "C", "C", "H", "H", "H", "C", "H", "H", "H", "C", "H", "H", "H", "C", "H", "H", "H", "C", "H", "H", "H", "C", "C", "C", "C", "C", "C", "C", "C", "H", "H", "H", "H", "H", "H", "H", "H", "H", "H", "H", "H", "P", "C", "C", "P", "C", "C", "C", "H", "H", "H", "H", "H", "H", "H", "H", "H", "H", "H", "H", "H", "H", "C", "C", "C", "C", "H", "H", "H", "H", "H", "H", "H", "H", "H"],
  "coordinates": [[-0.336780, 0.834339, -0.207053], [-0.843035, -1.710916, 0.580727], [0.454302, -2.181499, 0.341336], [0.698518, -0.263294, 1.614871], [-0.758232, -0.494868, 1.415665], [1.395575, -1.328320, 0.959836], [-2.107197, -2.411549, 0.271948], [-2.107309, -2.827778, -0.746948], [-2.963016, -1.733156, 0.368000], [-2.253254, -3.244534, 0.979160], [-1.768161, -0.191090, 2.467829], [-2.777842, -0.441845, 2.124333], [-1.755119, 0.869422, 2.730714], [-1.561371, -0.772641, 3.381775], [1.241960, 0.480081, 2.772826], [1.287656, -0.187341, 3.653303], [0.615634, 1.343350, 3.029966], [2.262417, 0.842496, 2.576196], [2.854317, -1.570187, 1.038689], [3.096123, -2.300780, 1.827798], [3.388639, -0.641342, 1.275278], [3.257407, -1.968008, 0.094270], [0.785061, -3.453606, -0.356396], [0.933795, -4.272056, 0.361690], [1.704650, -3.366042, -0.947105], [-0.029126, -3.753227, -1.023028], [-1.720963, 1.414864, -6.238562], [-1.786754, 0.074896, -6.301738], [-1.064442, -0.779426, -7.299534], [0.370956, -0.328641, -7.675242], [1.210319, 0.158054, -6.529048], [1.291491, 1.420236, -6.087144], [0.527734, 2.595838, -6.621062], [-0.902187, 2.294901, -7.136154], [-1.653048, -0.829514, -8.232369], [0.327782, 0.415487, -8.480321], [-1.020316, -1.811936, -6.920075], [-0.854788, 1.893219, -8.156251], [-2.367776, 1.973518, -5.549675], [-2.535690, -0.460503, -5.709077], [-1.426376, 3.262797, -7.202421], [0.464106, 3.359046, -5.828382], [2.033602, 1.676711, -5.319221], [1.094336, 3.065410, -7.443535], [0.879285, -1.215648, -8.090478], [1.841100, -0.627597, -6.090176], [-1.445601, 0.722557, -2.246204], [-3.041498, 1.456924, -2.597594], [-1.480355, -0.948561, -2.962431], [1.222093, 1.221237, -1.907374], [-0.075040, 1.559270, -3.186017], [2.052347, -0.311546, -2.421778], [2.507680, 2.476214, -1.761475], [-3.239256, 2.270712, -1.887906], [-3.797857, 0.674497, -2.463692], [-3.109258, 1.833843, -3.625373], [-1.488015, -0.913456, -4.057816], [-2.404316, -1.424529, -2.613086], [-0.621786, -1.542911, -2.622928], [2.801349, 2.854542, -2.753338], [3.389416, 2.013037, -1.290965], [2.166983, 3.305668, -1.125163], [-0.281345, 2.632267, -3.305080], [0.085184, 1.118529, -4.176674], [2.968294, -0.401222, -1.820587], [2.305509, -0.279724, -3.489818], [1.424386, -1.189671, -2.213944], [-2.536476, 2.972159, 1.066214], [-1.127677, 3.435084, 1.436643], [-0.838958, 3.398078, 2.943281], [-0.042403, 2.770340, 0.556354], [-2.622302, 1.879469, 1.085354], [-2.787945, 3.300925, 0.049627], [-3.275140, 3.390954, 1.754582], [-1.063549, 4.495525, 1.165735], [-1.173578, 2.484336, 3.446689], [0.232409, 3.548623, 3.146039], [-1.374587, 4.239621, 3.409140], [0.936326, 2.778765, 1.055256], [0.042685, 3.383327, -0.356486]],
  "forces_ev_per_a": [[-0.79, 1.19, -0.19], [-0.40, 0.61, 0.92], [0.81, -0.58, -0.10], [-0.68, -1.71, 1.00], [1.05, -1.62, 0.11], [0.09, -0.27, -0.11], [-0.26, 0.03, -0.19], [0.04, 0.00, 0.38], [0.13, -0.20, -0.02], [-0.03, 0.14, -0.21], [-0.44, 0.51, -0.18], [0.17, 0.06, 0.15], [-0.05, -0.33, 0.07], [0.05, 0.07, -0.30], [0.22, 0.80, -0.21], [-0.03, 0.11, -0.31], [0.20, -0.32, 0.00], [-0.26, -0.16, 0.16], [0.41, 0.19, -0.15], [-0.08, 0.16, -0.19], [-0.04, -0.27, -0.03], [-0.14, 0.05, 0.32], [-0.07, 0.02, -0.25], [0.01, 0.15, -0.08], [-0.12, -0.05, 0.16], [0.14, -0.04, 0.09], [-0.32, -0.49, 0.11], [-0.53, 0.77, -0.25], [0.30, -0.30, -0.15], [-0.04, -0.37, -0.38], [0.29, 0.14, 0.27], [0.45, -0.48, -0.28], [-0.19, 0.25, -0.08], [0.06, 0.50, -0.19], [0.10, -0.05, 0.32], [0.15, -0.26, 0.27], [-0.04, 0.26, -0.07], [-0.14, 0.14, 0.37], [0.17, -0.41, -0.12], [0.17, 0.30, -0.03], [0.21, -0.32, -0.15], [0.04, -0.15, -0.19], [-0.19, -0.26, -0.18], [-0.12, -0.08, 0.29], [-0.20, 0.40, -0.01], [-0.11, 0.47, 0.06], [0.60, -0.04, -0.71], [-0.50, 0.26, 0.06], [-0.20, -0.23, 0.19], [0.23, -0.80, -0.53], [-0.29, 0.03, 0.65], [0.26, -0.03, -0.11], [0.26, 0.35, -0.07], [0.01, -0.20, -0.26], [0.04, 0.21, 0.04], [0.10, -0.13, 0.24], [0.05, 0.10, 0.25], [0.19, -0.05, -0.11], [-0.26, 0.18, -0.07], [-0.10, -0.09, 0.32], [-0.32, 0.13, -0.13], [0.11, -0.23, -0.31], [0.09, -0.20, 0.18], [0.11, 0.01, 0.15], [-0.18, -0.03, -0.24], [0.04, -0.06, 0.23], [0.17, 0.35, -0.12], [-0.06, 0.16, -0.08], [0.36, -0.07, -0.16], [-0.11, 0.29, 0.04], [-0.47, 1.90, -0.18], [-0.06, 0.14, 0.04], [0.00, -0.02, 0.22], [0.00, -0.04, -0.12], [-0.07, -0.02, 0.03], [0.09, 0.21, -0.05], [-0.31, -0.03, -0.03], [0.15, -0.36, 0.00], [-0.04, -0.26, -0.11], [0.10, -0.08, 0.33]],
  "mulliken_spin": [0.96, 0.50, 0.19, 0.36, 0.28, 0.43, 0.03, 0.01, 0.00, 0.02, -0.04, -0.01, -0.01, 0.02, 0.02, 0.03, 0.00, 0.01, 0.00, 0.03, 0.00, 0.01, -0.01, 0.02, 0.01, 0.00, 0.00, 0.01, 0.00, 0.00, 0.00, 0.01, 0.00, 0.00, 0.00, 0.00, 0.00, 0.00, 0.00, 0.00, 0.00, 0.00, 0.00, 0.00, 0.00, 0.00, 0.23, 0.04, 0.04, 0.22, 0.00, 0.04, 0.03, 0.00, 0.00, 0.01, 0.02, 0.00, 0.00, 0.01, 0.00, 0.00, 0.00, 0.01, 0.00, 0.01, -0.01, 0.04, 0.00, 0.02, 0.36, -0.01, 0.00, 0.00, 0.02, 0.00, 0.00, 0.00, 0.04, 0.02]
}

No. 2
{
  "formula": "C5H15NO",
  "method": "ωB97M-V with the def2-TZVPD basis set",
  "smiles": "CC(C)[C@H](C)N.O",
  "homo_lumo_gap_ev": 10.7,
  "molar_mass_g_mol": 105.181,
  "e_tot_ev": -8965.96521,
  "species": ["C", "C", "C", "C", "C", "N", "H", "H", "H", "H", "H", "H", "H", "H", "H", "H", "H", "H", "H", "O", "H", "H"],
  "coordinates": [[-1.313353, -1.422597, 0.095749], [-0.284414, -0.496169, 0.713630], [-0.961927, 0.745219, 1.312616], [0.795392, -0.180946, -0.367767], [1.901512, -1.242868, -0.331631], [1.307271, 1.197721, -0.258014], [-0.853012, -2.339595, -0.262310], [-1.771724, -0.952639, -0.763688], [-2.075975, -1.755360, 0.801206], [0.284353, -0.936331, 1.532922], [-0.235244, 1.487392, 1.659524], [-1.514945, 1.326218, 0.582854], [-1.585000, 0.432839, 2.135800], [0.306733, -0.227943, -1.353562], [2.298382, -1.268918, 0.697342], [1.512570, -2.241382, -0.541078], [2.745671, -0.938896, -0.945920], [1.618465, 1.368077, 0.693416], [2.132961, 1.291502, -0.831812], [-1.580698, 2.392384, -1.452728], [-2.072294, 1.638040, -1.787420], [-0.654732, 2.124259, -1.329126]],
  "forces_ev_per_a": [[0.24, -0.75, 0.49], [0.44, 1.06, -0.37], [0.69, 0.31, -0.44], [-0.28, 0.07, -0.24], [-0.09, 0.48, 1.04], [-0.13, -0.27, 0.21], [0.18, -0.16, -0.15], [-0.31, 0.23, -0.12], [-0.11, 0.27, 0.02], [-0.25, -0.52, 0.12], [-0.01, -0.34, 0.35], [-0.46, -0.27, -0.11], [-0.33, 0.06, 0.27], [0.06, -0.02, 0.13], [-0.07, -0.07, -0.20], [0.24, 0.09, -0.30], [-0.07, -0.36, -0.44], [-0.02, 0.07, -0.01], [0.13, 0.05, -0.19], [0.13, 0.27, -0.07], [0.22, -0.09, -0.02], [-0.22, -0.12, 0.04]],
  "nbo_charge": [-0.60, -0.22, -0.62, -0.04, -0.62, -0.85, 0.20, 0.20, 0.21, 0.19, 0.20, 0.23, 0.21, 0.17, 0.20, 0.21, 0.21, 0.35, 0.36, -0.95, 0.47, 0.49]
}